No. 1
A 6-piece molecular cluster, C20H55IN5O5 overall, computed with the ωB97M-V functional and the def2-TZVPD basis.

Last column: Mulliken charge in e.
Cartesian coordinates (Å):
I (2.21, 4.49, -15.04)  -0.9762
C (6.80, 1.26, -13.58)  -1.2725
C (7.74, 2.15, -14.46)  0.4182
C (7.69, 1.85, -15.95)  -0.6387
O (8.13, 0.52, -16.19)  -0.3093
C (8.61, 0.06, -17.47)  -0.7275
N (7.33, 3.51, -14.17)  -0.7724
H (5.74, 1.47, -13.75)  0.3514
H (7.01, 1.25, -12.51)  0.3784
H (6.88, 0.23, -13.92)  0.3108
H (8.79, 2.10, -14.14)  0.2110
H (8.33, 2.56, -16.48)  0.3687
H (6.68, 1.96, -16.35)  0.2890
H (9.61, 0.47, -17.62)  0.2834
H (7.87, 0.28, -18.25)  0.2940
H (8.75, -1.02, -17.43)  0.2368
H (7.33, 3.56, -13.16)  0.2792
H (6.36, 3.55, -14.42)  0.2958
C (0.14, -0.46, -18.64)  -1.4208
C (-1.11, 0.40, -18.76)  0.5332
C (-2.39, -0.38, -19.09)  -0.6712
O (-2.19, -1.21, -20.23)  -0.2874
C (-3.35, -1.57, -20.87)  -0.7929
N (-1.30, 1.05, -17.46)  -0.6993
H (0.54, -0.81, -19.59)  0.2974
H (-0.14, -1.38, -18.13)  0.3309
H (0.94, 0.08, -18.13)  0.4623
H (-0.97, 1.18, -19.51)  0.2138
H (-3.20, 0.33, -19.25)  0.3497
H (-2.68, -0.93, -18.20)  0.2710
H (-4.04, -2.08, -20.20)  0.3189
H (-3.14, -2.21, -21.73)  0.2526
H (-3.95, -0.74, -21.23)  0.3180
H (-0.41, 1.48, -17.30)  0.2534
H (-1.34, 0.32, -16.76)  0.2718
C (-1.03, 3.39, -10.15)  -1.4063
C (-1.42, 4.79, -10.65)  0.4632
C (-0.28, 5.78, -10.38)  -0.8124
O (-0.57, 7.15, -10.83)  -0.3207
C (0.19, 8.11, -10.13)  -0.7654
N (-1.71, 4.69, -12.02)  -0.6409
H (-1.83, 2.67, -10.31)  0.4108
H (-0.80, 3.39, -9.08)  0.3711
H (-0.16, 2.94, -10.62)  0.3578
H (-2.32, 5.22, -10.20)  0.1859
H (0.57, 5.52, -11.01)  0.3460
H (0.07, 5.78, -9.35)  0.3965
H (0.05, 8.18, -9.05)  0.3244
H (-0.05, 9.07, -10.58)  0.2673
H (1.27, 7.94, -10.17)  0.3000
H (-0.88, 4.46, -12.54)  0.2634
H (-2.20, 3.81, -12.04)  0.2527
C (-1.20, 6.08, -19.29)  -1.3420
C (-2.57, 6.18, -18.55)  0.3423
C (-3.85, 5.69, -19.33)  -0.5757
O (-5.02, 6.09, -18.67)  -0.2902
C (-6.24, 5.79, -19.24)  -0.7462
N (-2.43, 5.55, -17.21)  -0.6375
H (-1.13, 6.81, -20.10)  0.3633
H (-1.09, 5.13, -19.82)  0.2691
H (-0.42, 6.27, -18.56)  0.4397
H (-2.77, 7.24, -18.40)  0.2353
H (-3.74, 4.61, -19.41)  0.2692
H (-3.71, 6.06, -20.34)  0.3355
H (-7.05, 5.85, -18.51)  0.2544
H (-6.31, 4.82, -19.74)  0.3083
H (-6.49, 6.53, -19.99)  0.2805
H (-1.48, 5.58, -16.87)  0.2465
H (-2.41, 4.57, -17.47)  0.2412
C (4.97, 8.46, -12.25)  -1.2736
C (4.63, 9.51, -13.36)  0.4661
C (5.36, 10.85, -13.17)  -0.7321
O (5.06, 11.49, -11.87)  -0.3395
C (3.71, 12.04, -11.90)  -0.7830
N (4.86, 8.96, -14.64)  -0.7129
H (4.22, 7.67, -12.26)  0.3596
H (4.99, 8.87, -11.24)  0.3210
H (5.97, 8.05, -12.38)  0.3445
H (3.56, 9.72, -13.42)  0.1827
H (5.22, 11.55, -14.00)  0.3454
H (6.43, 10.64, -13.13)  0.3362
H (2.82, 11.56, -12.31)  0.3095
H (3.81, 12.95, -12.50)  0.3104
H (3.34, 12.33, -10.91)  0.2963
H (5.85, 8.74, -14.65)  0.2775
H (4.37, 8.09, -14.79)  0.2836

* energy above the lowest of the compared OMol25 structures with the same formula, charge and spin: 3.315 eV
* frontier orbital gap: 6.42 eV
* HOMO energy: -4.05 eV
* total charge: -1
* lowest unoccupied orbital energy: 2.37 eV
* energy: -47418.4211 eV
* maximum force: 0.0491 hartree/bohr



No. 2
A 7-piece molecular cluster, C20H57N3O11 overall, computed with the ωB97M-V functional and the def2-TZVPD basis.

Last column: Mulliken charge in e.
Cartesian coordinates (Å):
C (-20.72, 10.04, 22.97)  -0.5708
O (-21.17, 11.45, 22.86)  -0.3810
C (-22.53, 11.67, 22.95)  -0.6891
C (-22.74, 13.16, 22.95)  0.6928
C (-24.11, 13.53, 23.63)  -1.4705
N (-22.78, 13.61, 21.60)  -0.6103
H (-21.40, 9.34, 23.47)  0.3547
H (-19.73, 9.99, 23.43)  0.2751
H (-20.59, 9.72, 21.94)  0.0653
H (-23.04, 11.26, 22.08)  0.2692
H (-23.03, 11.18, 23.79)  0.4432
H (-21.92, 13.59, 23.53)  0.1617
H (-24.94, 13.22, 22.99)  0.3508
H (-24.23, 14.60, 23.78)  0.3756
H (-24.17, 13.06, 24.61)  0.3713
H (-22.14, 13.06, 21.06)  0.2134
H (-22.72, 14.60, 21.41)  0.2062
C (-14.65, 6.67, 20.97)  -0.8996
O (-15.77, 7.16, 20.28)  -0.3382
C (-16.46, 6.49, 19.22)  -0.6397
C (-17.61, 7.42, 18.85)  0.5690
C (-18.54, 7.61, 20.03)  -1.3565
N (-18.47, 6.66, 17.93)  -0.0738
H (-14.05, 5.98, 20.37)  0.3005
H (-14.99, 6.25, 21.92)  0.3203
H (-14.00, 7.51, 21.20)  0.3160
H (-15.73, 6.34, 18.43)  0.4682
H (-16.89, 5.56, 19.60)  0.2594
H (-17.34, 8.40, 18.47)  0.2186
H (-18.92, 6.76, 20.58)  0.2796
H (-19.38, 8.30, 19.93)  0.1136
H (-17.91, 8.05, 20.80)  0.4572
H (-17.90, 6.16, 17.26)  0.0761
H (-19.07, 7.32, 17.48)  -0.0865
C (-17.21, -0.62, 15.19)  -0.7150
O (-17.32, 0.63, 14.59)  -0.4453
C (-17.29, 1.73, 15.52)  -0.5526
C (-16.17, 2.73, 15.17)  0.5277
C (-16.60, 4.08, 15.75)  -1.1492
N (-16.03, 2.99, 13.82)  -0.7734
H (-17.08, -1.43, 14.47)  0.2462
H (-18.00, -0.92, 15.88)  0.2730
H (-16.33, -0.51, 15.83)  0.3350
H (-18.25, 2.18, 15.29)  0.2755
H (-17.15, 1.48, 16.58)  0.3816
H (-15.17, 2.51, 15.54)  0.3572
H (-15.82, 4.85, 15.82)  0.3498
H (-16.90, 3.92, 16.79)  0.0046
H (-17.54, 4.43, 15.33)  0.3426
H (-15.99, 2.06, 13.42)  0.2810
H (-15.07, 3.24, 13.60)  0.2766
O (-11.89, 3.84, 23.55)  -0.5399
C (-12.26, 3.78, 22.16)  -0.1491
C (-11.27, 3.13, 21.19)  -0.4007
O (-11.37, 1.72, 20.80)  -0.5297
H (-12.56, 3.41, 24.09)  0.3007
H (-13.27, 3.46, 21.93)  0.3426
H (-12.32, 4.82, 21.84)  0.1025
H (-10.21, 3.29, 21.39)  0.3272
H (-11.45, 3.56, 20.21)  0.2720
H (-12.27, 1.46, 20.60)  0.2815
O (-20.71, 12.03, 19.63)  -0.5590
C (-20.88, 11.32, 18.45)  -0.2810
C (-22.14, 10.54, 18.75)  -0.4413
O (-21.91, 9.44, 19.62)  -0.4127
H (-20.70, 11.32, 20.28)  0.2191
H (-20.92, 11.97, 17.58)  0.3941
H (-20.12, 10.54, 18.45)  0.1284
H (-22.37, 10.31, 17.71)  0.3621
H (-23.00, 11.12, 19.07)  0.3251
H (-22.74, 8.96, 19.67)  0.2255
O (-20.35, 3.51, 18.96)  -0.5481
C (-19.30, 2.55, 18.64)  0.0518
C (-19.23, 1.27, 19.63)  -0.5022
O (-18.63, 1.52, 20.92)  -0.5334
H (-19.92, 4.13, 19.55)  0.2606
H (-19.69, 2.25, 17.67)  0.2351
H (-18.26, 2.85, 18.73)  0.0432
H (-18.78, 0.40, 19.15)  0.2774
H (-20.21, 0.85, 19.83)  0.3584
H (-19.13, 1.07, 21.60)  0.3140
O (-19.15, 7.87, 15.26)  -0.5565
C (-20.41, 7.20, 15.41)  -0.0881
C (-21.35, 8.06, 14.54)  -0.7767
O (-21.01, 8.03, 13.15)  -0.5239
H (-19.01, 8.15, 14.36)  0.3408
H (-20.44, 6.19, 14.99)  0.1458
H (-20.67, 7.22, 16.47)  0.4380
H (-21.27, 9.08, 14.89)  0.3467
H (-22.39, 7.86, 14.82)  0.3538
H (-21.06, 8.93, 12.83)  0.3387

* energy above the lowest of the compared OMol25 structures with the same formula, charge and spin: 5.177 eV
* frontier orbital gap: 8.81 eV
* structure (SMILES): COC[C@H](C)N.COC[C@H](C)N.COC[C@H](C)N.OCCO.OCCO.OCCO.OCCO
* HOMO energy: -8.60 eV
* total charge: 0
* lowest unoccupied orbital energy: 0.21 eV
* energy: -48649.2866 eV
* maximum force: 0.0795 hartree/bohr